Computed, not measured: 9 unconnected molecules or ions with the total composition C2H23NO8S at a distorted geometry, with ωB97M-V/def2-TZVPD.

Values from the calculation:
* structure (SMILES): NCCS.O.O.O.O.O.O.O.O
* orbital gap: 9.23 eV
* maximum force: 1.9 eV Å⁻¹
* energy relative to the best compared isomer or geometry (same formula, charge and spin): 24.0 kcal per mole
* HOMO: -0.3321 hartree
* total charge: 0
* lowest unoccupied orbital energy: 0.19 eV
* total energy: -31152.8511 eV

Positions of all 35 atoms, in Å:
1 N 0.268 2.587 1.022
2 C 0.979 1.286 1.022
3 C 2.460 1.244 1.333
4 S 3.097 -0.163 2.352
5 H -0.414 2.623 1.763
6 H 0.932 3.348 1.072
7 H 0.824 0.908 0.005
8 H 0.429 0.597 1.681
9 H 3.068 1.275 0.430
10 H 2.694 2.211 1.824
11 H 1.937 -0.710 2.760
12 O -1.156 0.563 -4.137
13 H -1.864 0.265 -3.557
14 H -0.481 -0.128 -4.011
15 O -2.766 -0.939 -1.488
16 H -2.890 -0.806 -0.521
17 H -3.566 -0.741 -1.954
18 O -0.429 -2.327 0.783
19 H 0.075 -3.125 0.973
20 H -0.359 -2.259 -0.215
21 O -0.964 -3.014 -1.637
22 H -0.520 -2.484 -2.314
23 H -1.853 -2.607 -1.581
24 O 0.961 -0.724 -2.994
25 H 1.135 -0.081 -2.283
26 H 1.668 -0.652 -3.643
27 O -2.792 -0.943 1.194
28 H -1.833 -1.042 1.335
29 H -3.257 -1.794 1.167
30 O -1.813 1.625 3.434
31 H -1.960 0.690 3.517
32 H -2.272 1.932 2.633
33 O 0.832 1.743 -1.992
34 H 0.572 2.294 -1.223
35 H 0.091 1.462 -2.551

Atoms 1-6, force components in eV/Å:
N 0.8 -0.3 -0.4
C -1.4 -1.1 -0.6
C 0.5 1.3 0.7
S -0.2 0.3 -0.3
H 0.3 0.3 0.3
H -0.2 0.2 0.3

=====

Computed, not measured: a molecular structure, C17H20N4OPdS7 at a distorted geometry, with ωB97M-V/def2-TZVPD.

Values from the calculation:
* orbital gap (spin up / spin down): 4.81 / 4.76 eV
* maximum force: 12.7 eV Å⁻¹
* energy relative to the best compared isomer or geometry (same formula, charge and spin): 126.4 kcal per mole
* HOMO (spin up / spin down): -0.2399 / -0.2396 hartree
* total charge: 0
* lowest unoccupied orbital energy (spin up / spin down): -1.71 / -1.76 eV
* total energy: -105279.3030 eV

Positions of all 50 atoms, in Å:
1 Pd -0.417 0.215 0.437
2 C 2.693 1.779 4.414
3 S 2.509 -0.003 4.187
4 C 1.590 0.077 2.675
5 S -0.154 0.215 2.734
6 N 2.304 0.047 1.577
7 N 1.552 0.215 0.438
8 C 2.048 -0.143 -0.683
9 C 1.147 -0.026 -1.837
10 C 1.630 -0.159 -3.129
11 C 0.717 -0.032 -4.173
12 C -0.626 0.210 -3.884
13 C -1.010 0.323 -2.556
14 N -0.155 0.215 -1.525
15 H 3.306 1.969 5.299
16 H 1.721 2.258 4.561
17 H 3.188 2.230 3.548
18 H 3.072 -0.524 -0.808
19 H 2.680 -0.342 -3.320
20 H 1.047 -0.119 -5.204
21 H -1.360 0.310 -4.675
22 H -2.043 0.509 -2.274
23 C -3.313 4.064 -1.358
24 S -3.248 4.724 0.323
25 C -1.564 5.182 0.398
26 C -0.516 4.323 0.443
27 S -0.417 2.583 0.437
28 S 1.073 5.095 0.525
29 C 0.522 6.750 0.533
30 S 1.545 8.071 0.605
31 S -1.218 6.896 0.446
32 H -4.359 3.904 -1.633
33 H -2.796 3.106 -1.438
34 H -2.879 4.771 -2.070
35 C 0.298 -4.892 1.696
36 C -0.417 -4.383 0.437
37 C 0.316 -4.892 -0.812
38 C -1.865 -4.892 0.426
39 C -0.417 -2.904 0.437
40 N -0.417 -1.743 0.437
41 H 0.315 -5.988 1.727
42 H -0.200 -4.540 2.607
43 H 1.335 -4.540 1.736
44 H 0.334 -5.988 -0.843
45 H 1.355 -4.540 -0.836
46 H -0.168 -4.540 -1.730
47 H -1.900 -5.988 0.426
48 H -2.405 -4.540 -0.461
49 H -2.418 -4.540 1.305
50 O -2.015 0.215 0.437

Atoms 1-6, force components in eV/Å:
Pd 8.5 0.5 5.0
C -0.1 0.6 -0.1
S -0.2 -0.1 0.2
C -0.1 0.2 -1.4
S 0.6 -0.1 0.1
N 0.1 0.2 0.8

=====

Computed, not measured: C21H24N6O3 in the gas phase at a distorted geometry, with ωB97M-V/def2-TZVPD.

Values from the calculation:
* structure (SMILES): COc1cccc(CNC(=O)c2nnn(CC(=O)Nc3c(C)cccc3C)c2N)c1
* orbital gap: 9.05 eV
* maximum force: 1.5 eV Å⁻¹
* energy relative to the best compared isomer or geometry (same formula, charge and spin): 46.9 kcal per mole
* HOMO: -0.3177 hartree
* total charge: 0
* lowest unoccupied orbital energy: 0.41 eV
* total energy: -37250.5356 eV

Positions of all 54 atoms, in Å:
1 C 0.437 3.156 -2.418
2 O -0.117 2.589 -3.581
3 C 0.431 1.442 -4.068
4 C -0.119 0.957 -5.257
5 C 0.369 -0.199 -5.826
6 C 1.405 -0.897 -5.224
7 C 1.959 -0.422 -4.047
8 C 3.046 -1.181 -3.326
9 N 2.509 -1.846 -2.156
10 C 2.533 -1.296 -0.931
11 O 3.135 -0.267 -0.635
12 C 1.779 -2.036 0.079
13 N 1.054 -3.166 -0.096
14 N 0.505 -3.495 1.000
15 N 0.836 -2.600 1.951
16 C 0.251 -2.640 3.259
17 C -1.006 -1.739 3.360
18 O -2.042 -2.161 3.813
19 N -0.794 -0.485 2.913
20 C -1.799 0.496 2.702
21 C -2.569 0.976 3.760
22 C -2.364 0.482 5.156
23 C -3.528 1.944 3.486
24 C -3.704 2.432 2.206
25 C -2.918 1.958 1.170
26 C -1.960 0.984 1.401
27 C -1.121 0.448 0.279
28 C 1.650 -1.660 1.414
29 N 2.106 -0.525 2.039
30 C 1.473 0.746 -3.470
31 H 1.488 3.426 -2.566
32 H 0.354 2.483 -1.560
33 H -0.143 4.058 -2.225
34 H -0.926 1.509 -5.712
35 H -0.062 -0.565 -6.746
36 H 1.782 -1.804 -5.672
37 H 3.501 -1.928 -3.981
38 H 3.815 -0.492 -2.966
39 H 1.904 -2.643 -2.287
40 H 0.984 -2.327 4.009
41 H -0.062 -3.667 3.456
42 H 0.096 -0.269 2.477
43 H -2.730 -0.541 5.245
44 H -1.305 0.477 5.411
45 H -2.897 1.108 5.867
46 H -4.138 2.321 4.294
47 H -4.452 3.186 2.013
48 H -3.055 2.340 0.169
49 H -1.466 0.841 -0.674
50 H -0.072 0.724 0.405
51 H -1.180 -0.640 0.238
52 H 2.454 -0.642 2.981
53 H 2.754 -0.037 1.422
54 H 1.922 1.089 -2.551

Atoms 1-6, force components in eV/Å:
C 0.1 0.1 0.2
O -0.1 -0.2 -0.3
C 0.0 -0.1 -0.1
C 0.0 0.1 0.1
C -0.1 0.1 0.0
C 0.2 0.0 0.1